No. 1
{
  "formula": "CH2NOS3",
  "method": "ωB97M-V with the def2-TZVPD basis set",
  "symbols": ["C", "N", "O", "S", "S", "S", "H", "H"],
  "xyz": [[0.032, -0.114, 0.135], [-1.252, 0.123, 0.144], [-1.567, 1.348, 0.167], [-2.343, -1.059, 0.159], [0.721, -1.843, 0.072], [1.119, 1.324, 0.207], [2.069, -1.465, 0.094], [1.221, 1.685, -0.979]],
  "homo_lumo_gap_ev": 6.552,
  "charge": -1,
  "total_energy_ev": -37111.074,
  "homo_energy_ev": -3.3702,
  "largest_force_ha_per_bohr": 0.0815
}

No. 2
{
  "formula": "C15H22O",
  "method": "ωB97M-V with the def2-TZVPD basis set",
  "symbols": ["C", "C", "C", "C", "C", "C", "C", "C", "C", "C", "C", "C", "C", "C", "C", "O", "H", "H", "H", "H", "H", "H", "H", "H", "H", "H", "H", "H", "H", "H", "H", "H", "H", "H", "H", "H", "H", "H"],
  "xyz": [[-1.736, 0.231, -2.233], [-1.676, 1.332, -1.224], [-1.138, 1.159, 0.049], [-0.686, -0.153, 0.597], [-0.485, -0.198, 2.138], [0.961, -0.683, 2.224], [1.590, 0.149, 1.110], [0.734, -0.495, 0.025], [1.006, -1.988, 0.158], [2.306, -2.496, -0.454], [3.167, -2.892, 0.710], [2.567, -2.660, 1.906], [1.163, -2.109, 1.683], [-2.388, 2.609, -1.561], [-1.444, 3.661, -2.112], [-3.008, 3.105, -0.353], [-1.336, -0.691, -1.854], [-1.157, 0.456, -3.152], [-2.791, 0.051, -2.523], [-1.148, 1.989, 0.749], [-1.392, -0.968, 0.335], [-0.623, 0.814, 2.585], [-1.204, -0.887, 2.623], [1.420, -0.524, 3.200], [1.490, 1.248, 1.194], [2.643, -0.025, 0.918], [0.900, -0.126, -0.978], [0.157, -2.542, -0.256], [2.766, -1.714, -1.000], [2.102, -3.384, -1.088], [4.205, -3.256, 0.621], [3.019, -2.845, 2.882], [0.444, -2.769, 2.121], [-3.168, 2.435, -2.314], [-0.875, 3.252, -2.964], [-2.003, 4.524, -2.432], [-0.785, 3.976, -1.290], [-3.598, 2.413, -0.043]],
  "homo_lumo_gap_ev": 9.344,
  "charge": 0,
  "total_energy_ev": -17958.316,
  "homo_energy_ev": -8.5126,
  "largest_force_ha_per_bohr": 0.0583
}

No. 3
{
  "formula": "C3H6O",
  "method": "ωB97M-V with the def2-TZVPD basis set",
  "symbols": ["C", "C", "C", "O", "H", "H", "H", "H", "H", "H"],
  "xyz": [[-1.768, 0.873, 0.289], [0.214, -1.011, -0.145], [1.267, 0.057, -0.124], [1.040, 1.240, 0.034], [-1.340, 1.385, 1.184], [-0.818, -0.545, 0.015], [-1.520, 1.602, -0.520], [0.394, -1.757, 0.645], [0.215, -1.543, -1.110], [2.314, -0.301, -0.267]],
  "homo_lumo_gap_ev": [8.525, 8.523],
  "charge": 0,
  "total_energy_ev": -5250.547,
  "homo_energy_ev": [-9.0891, -9.0845],
  "largest_force_ha_per_bohr": 0.0198
}

No. 4
{
  "formula": "C21H34N2O2ReS",
  "method": "ωB97M-V with the def2-TZVPD basis set",
  "symbols": ["Re", "C", "C", "N", "C", "C", "C", "S", "N", "C", "O", "C", "C", "C", "C", "C", "C", "H", "H", "H", "H", "H", "H", "H", "H", "H", "H", "H", "H", "H", "H", "H", "C", "C", "C", "C", "C", "H", "H", "H", "H", "H", "H", "H", "H", "H", "H", "C", "C", "C", "C", "O", "H", "H", "H", "H", "H", "H", "H", "H", "H"],
  "xyz": [[0.999, 0.016, -0.163], [-2.645, -3.789, 0.548], [-2.904, -2.852, 1.718], [-3.104, -1.463, 1.306], [-4.475, -1.040, 1.005], [-4.776, -0.969, -0.485], [-2.089, -0.606, 1.151], [-0.486, -1.150, 1.501], [-2.445, 0.652, 0.839], [-1.682, 1.532, 0.236], [-0.585, 1.322, -0.386], [-2.185, 2.937, 0.198], [-1.417, 3.923, -0.415], [-1.871, 5.231, -0.457], [-3.093, 5.561, 0.113], [-3.861, 4.580, 0.725], [-3.409, 3.272, 0.768], [-2.470, -4.801, 0.914], [-1.763, -3.468, -0.006], [-3.495, -3.818, -0.133], [-2.074, -2.889, 2.421], [-3.802, -3.155, 2.257], [-4.642, -0.068, 1.467], [-5.135, -1.761, 1.487], [-4.136, -0.234, -0.971], [-5.814, -0.671, -0.635], [-4.627, -1.934, -0.967], [-0.470, 3.650, -0.859], [-1.271, 5.994, -0.934], [-3.448, 6.583, 0.079], [-4.815, 4.836, 1.168], [-3.996, 2.498, 1.241], [2.673, 0.321, -4.169], [2.801, -0.246, -2.752], [3.999, 0.400, -2.057], [3.005, -1.766, -2.820], [1.521, 0.019, -1.988], [3.591, 0.147, -4.734], [2.491, 1.397, -4.145], [1.849, -0.151, -4.707], [4.919, 0.188, -2.605], [4.097, 0.014, -1.047], [3.874, 1.484, -2.003], [3.916, -1.996, -3.376], [2.167, -2.248, -3.325], [3.089, -2.179, -1.815], [0.649, 0.061, -2.663], [2.855, 0.352, 2.481], [3.183, -0.952, 1.751], [2.725, -2.154, 2.577], [4.689, -1.050, 1.509], [2.539, -0.999, 0.480], [3.396, 0.415, 3.427], [1.786, 0.414, 2.704], [3.143, 1.209, 1.868], [3.260, -2.198, 3.527], [2.918, -3.073, 2.024], [1.658, -2.095, 2.787], [5.229, -1.110, 2.455], [5.051, -0.180, 0.964], [4.912, -1.941, 0.923]],
  "homo_lumo_gap_ev": [7.232, 7.670],
  "charge": 0,
  "total_energy_ev": -42368.647,
  "homo_energy_ev": [-7.1555, -8.0803],
  "multiplicity": 4,
  "largest_force_ha_per_bohr": 0.0058
}

What did the fourth record say?
{
  "formula": "C21H34N2O2ReS",
  "method": "ωB97M-V with the def2-TZVPD basis set",
  "symbols": ["Re", "C", "C", "N", "C", "C", "C", "S", "N", "C", "O", "C", "C", "C", "C", "C", "C", "H", "H", "H", "H", "H", "H", "H", "H", "H", "H", "H", "H", "H", "H", "H", "C", "C", "C", "C", "C", "H", "H", "H", "H", "H", "H", "H", "H", "H", "H", "C", "C", "C", "C", "O", "H", "H", "H", "H", "H", "H", "H", "H", "H"],
  "xyz": [[0.999, 0.016, -0.163], [-2.645, -3.789, 0.548], [-2.904, -2.852, 1.718], [-3.104, -1.463, 1.306], [-4.475, -1.040, 1.005], [-4.776, -0.969, -0.485], [-2.089, -0.606, 1.151], [-0.486, -1.150, 1.501], [-2.445, 0.652, 0.839], [-1.682, 1.532, 0.236], [-0.585, 1.322, -0.386], [-2.185, 2.937, 0.198], [-1.417, 3.923, -0.415], [-1.871, 5.231, -0.457], [-3.093, 5.561, 0.113], [-3.861, 4.580, 0.725], [-3.409, 3.272, 0.768], [-2.470, -4.801, 0.914], [-1.763, -3.468, -0.006], [-3.495, -3.818, -0.133], [-2.074, -2.889, 2.421], [-3.802, -3.155, 2.257], [-4.642, -0.068, 1.467], [-5.135, -1.761, 1.487], [-4.136, -0.234, -0.971], [-5.814, -0.671, -0.635], [-4.627, -1.934, -0.967], [-0.470, 3.650, -0.859], [-1.271, 5.994, -0.934], [-3.448, 6.583, 0.079], [-4.815, 4.836, 1.168], [-3.996, 2.498, 1.241], [2.673, 0.321, -4.169], [2.801, -0.246, -2.752], [3.999, 0.400, -2.057], [3.005, -1.766, -2.820], [1.521, 0.019, -1.988], [3.591, 0.147, -4.734], [2.491, 1.397, -4.145], [1.849, -0.151, -4.707], [4.919, 0.188, -2.605], [4.097, 0.014, -1.047], [3.874, 1.484, -2.003], [3.916, -1.996, -3.376], [2.167, -2.248, -3.325], [3.089, -2.179, -1.815], [0.649, 0.061, -2.663], [2.855, 0.352, 2.481], [3.183, -0.952, 1.751], [2.725, -2.154, 2.577], [4.689, -1.050, 1.509], [2.539, -0.999, 0.480], [3.396, 0.415, 3.427], [1.786, 0.414, 2.704], [3.143, 1.209, 1.868], [3.260, -2.198, 3.527], [2.918, -3.073, 2.024], [1.658, -2.095, 2.787], [5.229, -1.110, 2.455], [5.051, -0.180, 0.964], [4.912, -1.941, 0.923]],
  "homo_lumo_gap_ev": [7.232, 7.670],
  "charge": 0,
  "total_energy_ev": -42368.647,
  "homo_energy_ev": [-7.1555, -8.0803],
  "multiplicity": 4,
  "largest_force_ha_per_bohr": 0.0058
}